Entry 1:
{"formula": "C32H49N3O2Re", "method": "wB97M-V/def2-TZVPD", "e_tot_ev": -44658.4331, "de_lowest_kcal_mol": 30.2, "lumo_ha": [-0.2773, -0.2668], "largest_force_ha_per_bohr": 0.0329, "total_charge": 2, "multiplicity": 2, "symbols": ["Re", "C", "C", "C", "C", "C", "C", "C", "C", "C", "C", "C", "C", "N", "C", "C", "N", "C", "C", "C", "C", "C", "C", "C", "C", "C", "C", "C", "C", "H", "H", "H", "H", "H", "H", "H", "H", "H", "H", "H", "H", "H", "H", "H", "H", "H", "H", "H", "H", "H", "H", "H", "H", "H", "H", "H", "H", "H", "H", "H", "H", "H", "H", "H", "H", "C", "C", "N", "O", "H", "H", "H", "H", "H", "C", "C", "C", "O", "C", "H", "H", "H", "H", "H", "H", "H", "H"], "positions_angstrom": [[0.20129, -0.18130, -0.07834], [-2.21406, 2.76204, -1.68247], [-2.09267, 3.89104, -0.66254], [-3.21141, 3.87467, 0.38428], [-0.68477, 3.99834, -0.10374], [-0.15898, 5.28408, -0.09945], [1.17071, 5.53358, 0.17647], [2.03269, 4.46228, 0.31638], [1.56576, 3.15673, 0.33669], [2.61157, 2.06491, 0.36421], [3.41699, 2.12452, -0.94082], [3.54753, 2.15442, 1.56610], [0.16892, 2.92113, 0.25520], [-0.37252, 1.65463, 0.59600], [-1.37268, 1.61634, 1.49139], [-2.01003, 0.38076, 1.61653], [-1.50341, -0.59074, 0.85179], [-2.23269, -1.82377, 0.77846], [-3.34981, -1.98379, -0.07177], [-4.13506, -3.12187, 0.07629], [-3.83333, -4.10886, 0.99499], [-2.68033, -3.99767, 1.74283], [-1.86517, -2.88027, 1.63540], [-0.59182, -2.83877, 2.43978], [0.23602, -4.09814, 2.16057], [-0.89304, -2.69827, 3.93314], [-3.75013, -1.03022, -1.17845], [-4.40426, 0.24160, -0.63445], [-2.60610, -0.78448, -2.16030], [-3.22591, 2.73360, -2.07439], [-1.98180, 1.79622, -1.24258], [-1.54048, 2.94398, -2.51815], [-2.23616, 4.81972, -1.22395], [-3.40300, 2.87904, 0.77127], [-4.13432, 4.24054, -0.06106], [-2.95947, 4.53704, 1.20758], [-0.80907, 6.11180, -0.34039], [1.54349, 6.54483, 0.21751], [3.09150, 4.64518, 0.41039], [2.11028, 1.07425, 0.39824], [4.06713, 2.99602, -0.95048], [2.75475, 2.19109, -1.80228], [4.04410, 1.23963, -1.03960], [4.08328, 3.09948, 1.57963], [4.29288, 1.36410, 1.51573], [2.99662, 2.06496, 2.49615], [-1.66823, 2.50531, 2.02286], [-2.87227, 0.20572, 2.24656], [-5.01326, -3.23638, -0.54192], [-4.46529, -4.97569, 1.09832], [-2.40725, -4.78274, 2.42814], [-0.00172, -1.97264, 2.10752], [-0.25358, -4.99252, 2.53561], [1.20618, -4.03026, 2.64513], [0.39077, -4.22058, 1.09031], [-1.41895, -3.57145, 4.30773], [-1.51397, -1.82698, 4.12785], [0.03456, -2.60094, 4.48910], [-4.52673, -1.53884, -1.75943], [-3.73484, 0.80972, 0.00599], [-5.28510, -0.02924, -0.05496], [-4.72709, 0.87731, -1.45692], [-1.70338, -0.38948, -1.66599], [-2.91185, -0.07325, -2.92209], [-2.33548, -1.71979, -2.64333], [0.93345, 0.79765, -3.44919], [1.77854, -0.27810, -2.83758], [2.74104, -0.79779, -3.57723], [1.58991, -0.68969, -1.66903], [1.51689, 1.43544, -4.10936], [0.46761, 1.40263, -2.66733], [0.14816, 0.32986, -4.04617], [2.91534, -0.48496, -4.51993], [3.32182, -1.54638, -3.22187], [2.59377, -0.91982, 4.31495], [1.86541, 0.39002, 4.61179], [0.85849, 0.48173, 3.46935], [1.42557, -0.21421, 2.35347], [2.55850, -0.98489, 2.78917], [2.06429, -1.76237, 4.75967], [3.61399, -0.92104, 4.69282], [2.56201, 1.22637, 4.57945], [1.37445, 0.39245, 5.58084], [0.66602, 1.51400, 3.16445], [-0.09050, 0.00297, 3.73659], [3.46231, -0.54282, 2.36064], [2.45440, -2.00423, 2.41251]], "atomic_forces_ev_per_a": [[1.0551, 0.1052, 0.8056], [0.0060, 0.2601, 0.0533], [-0.2095, -0.1760, 0.0458], [0.0289, 0.1255, -0.1927], [0.0657, -0.0007, 0.0238], [0.1457, -0.0419, 0.1138], [0.0794, -0.1690, -0.0292], [-0.1418, 0.1226, 0.0140], [-0.4424, -0.3456, 0.0993], [0.0359, -0.0559, -0.1376], [-0.1065, -0.2231, 0.1165], [-0.1360, -0.1959, -0.0872], [0.6051, 1.1776, -0.3075], [-1.1112, -1.1600, 0.5299], [1.2701, 0.4489, -0.8697], [0.3019, -0.9259, -0.4826], [-0.2509, 1.2477, 0.5369], [-0.5732, -1.4091, 0.0563], [-0.0443, 0.0899, -0.0788], [0.0815, 0.0189, 0.0586], [0.1654, 0.0296, 0.0218], [-0.1074, 0.1235, -0.1052], [0.2075, 0.4522, -0.1540], [0.0811, -0.0589, 0.0718], [0.0306, 0.2569, -0.0168], [0.1435, 0.1066, -0.2419], [0.0529, 0.2502, 0.2139], [-0.0393, -0.1440, -0.1393], [-0.1957, -0.1558, -0.0282], [-0.1377, -0.0974, -0.0719], [-0.0802, -0.1138, -0.0226], [0.0958, -0.0501, -0.0945], [0.0905, -0.0786, 0.0883], [-0.0988, -0.0957, 0.0609], [-0.0862, -0.0503, -0.0037], [-0.0576, 0.0690, 0.1828], [-0.1001, 0.0493, -0.0407], [0.0388, 0.0979, -0.0480], [0.1056, 0.0149, 0.0317], [0.1378, 0.1634, 0.0970], [0.0186, 0.0739, -0.0294], [-0.0135, 0.0315, -0.1136], [0.0858, -0.0528, -0.0143], [0.0097, 0.1048, -0.0288], [0.0864, -0.0633, 0.0417], [-0.0325, 0.0047, 0.1626], [0.0097, 0.0984, 0.0271], [-0.0152, -0.0726, -0.0461], [-0.0269, 0.0424, -0.1306], [-0.1169, -0.0834, 0.0010], [0.0330, -0.1183, 0.0862], [-0.1434, -0.2048, 0.1998], [-0.0303, -0.0754, 0.0273], [0.1449, -0.0230, 0.0907], [0.0629, -0.0841, -0.0976], [-0.0779, -0.1189, 0.0405], [-0.0837, 0.1135, 0.1001], [0.0811, 0.0022, 0.1777], [0.1215, -0.0137, 0.0715], [-0.0350, 0.0962, -0.0755], [-0.0394, 0.0483, 0.0749], [-0.0190, 0.0985, 0.0009], [0.0806, 0.1611, 0.0255], [0.0933, 0.1488, -0.1138], [0.1297, -0.0804, -0.0733], [-0.0383, -0.0430, 0.0843], [0.2816, 0.4933, -1.0785], [-0.0330, -0.1518, 0.2591], [-0.7946, -0.0176, 1.2653], [0.0149, 0.0356, -0.0065], [0.0634, -0.0382, -0.0501], [-0.0488, -0.0304, 0.0183], [-0.0823, 0.0486, 0.0448], [-0.0880, 0.0526, 0.0501], [-0.1806, 0.0064, -0.1254], [0.0192, -0.0280, -0.2695], [-0.4607, 0.4624, 0.4497], [-0.5090, 0.0821, -1.0090], [0.6995, -0.5644, -0.0293], [0.0335, -0.0112, -0.0574], [-0.0129, -0.0467, -0.0312], [-0.0124, 0.0522, 0.0020], [-0.0278, 0.0143, 0.0289], [0.0149, -0.0867, 0.0511], [0.0813, 0.0428, -0.0182], [-0.1194, -0.0251, -0.0351], [-0.0301, 0.0569, -0.0182]], "lowdin_spin": [1.063, 0.000, 0.000, -0.002, -0.003, 0.000, -0.002, 0.001, 0.000, 0.030, 0.002, 0.003, 0.001, -0.042, -0.063, -0.072, -0.013, 0.012, 0.002, 0.000, 0.003, 0.000, 0.002, -0.001, 0.000, 0.000, 0.002, -0.002, 0.022, 0.000, 0.000, 0.000, 0.000, -0.001, 0.000, 0.000, 0.000, 0.000, 0.000, 0.015, 0.001, 0.000, 0.000, 0.002, 0.000, 0.000, -0.002, -0.002, 0.000, 0.000, 0.000, -0.001, 0.000, 0.000, 0.000, 0.000, 0.000, 0.000, 0.001, -0.001, 0.000, 0.000, 0.014, 0.001, 0.000, 0.001, 0.004, 0.000, 0.018, 0.000, 0.000, 0.000, 0.000, 0.000, 0.000, 0.000, -0.001, 0.007, 0.000, 0.000, 0.000, 0.000, 0.000, 0.000, -0.001, 0.000, 0.000]}

Entry 2:
{"formula": "C32H50Br2F7N3O9S2", "method": "wB97M-V/def2-TZVPD", "e_tot_ev": -237666.4436, "de_lowest_kcal_mol": 0.0, "lumo_ha": -0.0582, "largest_force_ha_per_bohr": 0.0250, "multiplicity": 1, "symbols": ["C", "C", "C", "C", "C", "C", "C", "N", "C", "C", "C", "O", "C", "C", "Br", "C", "C", "Br", "C", "S", "O", "O", "C", "F", "F", "C", "F", "F", "C", "F", "F", "F", "C", "N", "S", "N", "C", "H", "H", "H", "H", "H", "H", "H", "H", "H", "H", "H", "H", "H", "H", "H", "H", "H", "H", "H", "H", "H", "H", "C", "O", "C", "C", "O", "C", "C", "O", "C", "H", "H", "H", "H", "H", "H", "H", "H", "H", "H", "H", "H", "H", "H", "C", "O", "C", "C", "O", "C", "C", "O", "C", "H", "H", "H", "H", "H", "H", "H", "H", "H", "H", "H", "H", "H", "H"], "positions_angstrom": [[5.47323, -0.90360, 3.82390], [5.63903, 0.55659, 4.24915], [6.56920, 1.35684, 3.33986], [6.20294, 1.27459, 1.84553], [6.26095, 2.63903, 1.11426], [5.07311, 2.98735, 0.27187], [4.39151, 4.15311, 0.35467], [4.74799, 5.13472, 1.33869], [6.02666, 5.83719, 1.10832], [4.50163, 4.82901, 2.67701], [3.61760, 3.65844, 3.00945], [4.97981, 5.52847, 3.55046], [3.32112, 4.50962, -0.54371], [2.71860, 5.89881, -0.49803], [4.01111, 7.01126, -1.46517], [2.38309, 6.56892, 0.84006], [1.55014, 5.68902, 1.77172], [1.34561, 8.19040, 0.39304], [2.92043, 3.62034, -1.50738], [1.64756, 3.97556, -2.70458], [1.53389, 2.93068, -3.66411], [1.75879, 5.33566, -3.13878], [0.06873, 3.92060, -1.66828], [0.38770, 3.68160, -0.37986], [-0.50734, 5.12393, -1.75328], [-0.92355, 2.83852, -2.14274], [-1.30447, 3.11206, -3.39701], [-0.30727, 1.64224, -2.09158], [-2.20600, 2.71553, -1.27366], [-2.89369, 3.85236, -1.26172], [-1.90484, 2.37394, -0.02180], [-2.96430, 1.75597, -1.80530], [3.58039, 2.35279, -1.60686], [3.34770, 1.35733, -2.47114], [4.41497, 0.22634, -2.16610], [5.22734, 0.87452, -0.95593], [4.65868, 2.06530, -0.72409], [4.65610, -1.04457, 3.12090], [6.39899, -1.28581, 3.39845], [5.24047, -1.51801, 4.69183], [6.06686, 0.57299, 5.25175], [4.67407, 1.06146, 4.31810], [7.58970, 1.00680, 3.49478], [6.55710, 2.39602, 3.67687], [5.21476, 0.83234, 1.74609], [6.91336, 0.60841, 1.36882], [7.10714, 2.61415, 0.42408], [6.48975, 3.41872, 1.83591], [5.87230, 6.91336, 1.11758], [6.40690, 5.56703, 0.13004], [6.73640, 5.60474, 1.89711], [2.72697, 3.59704, 2.38710], [3.33888, 3.73863, 4.05353], [4.16061, 2.72682, 2.86659], [1.82386, 5.94356, -1.10325], [3.26925, 6.96095, 1.31138], [1.45037, 4.67772, 1.38971], [2.00516, 5.66317, 2.75977], [0.55670, 6.10125, 1.90496], [-1.09881, -6.51882, -0.77291], [-0.62578, -5.20319, -0.60204], [0.28603, -4.77115, -1.59518], [0.01726, -3.35111, -2.04012], [-1.16370, -3.17462, -2.79677], [-2.42034, -3.24480, -2.14754], [-2.74299, -2.08248, -1.23837], [-1.97004, -2.10915, -0.04972], [-1.53161, -0.84420, 0.38709], [-0.35372, -7.26040, -0.46345], [-1.98372, -6.63221, -0.14772], [-1.38256, -6.71149, -1.81302], [0.24736, -5.43255, -2.46822], [1.30313, -4.81014, -1.18165], [0.82541, -3.08147, -2.72534], [0.06539, -2.66055, -1.19499], [-2.55086, -4.19399, -1.62246], [-3.15169, -3.21972, -2.95874], [-3.80593, -2.15558, -0.97048], [-2.59074, -1.14381, -1.78234], [-1.17740, -0.23298, -0.44831], [-0.70092, -1.00336, 1.07479], [-2.32625, -0.30550, 0.91602], [-8.02074, -6.40980, -3.43832], [-8.26804, -5.42637, -2.46059], [-9.22525, -5.79393, -1.48445], [-8.81074, -5.37586, -0.09203], [-7.71894, -6.09474, 0.45034], [-6.41587, -5.85225, -0.04644], [-5.81704, -4.51840, 0.33492], [-6.43205, -3.44382, -0.35445], [-6.60215, -2.27665, 0.41626], [-8.82202, -6.44849, -4.18474], [-7.09006, -6.14670, -3.93914], [-7.90434, -7.40188, -2.98913], [-9.39391, -6.87679, -1.49827], [-10.17662, -5.29690, -1.71711], [-9.65008, -5.61241, 0.56678], [-8.65152, -4.29680, -0.03897], [-6.35923, -6.00706, -1.12619], [-5.79643, -6.61879, 0.42610], [-4.74943, -4.54209, 0.07454], [-5.89939, -4.37976, 1.41839], [-6.95443, -2.50239, 1.42819], [-7.34807, -1.65480, -0.07719], [-5.66489, -1.71185, 0.48400]], "atomic_forces_ev_per_a": [[-0.1317, 0.0877, 0.3501], [0.2912, -0.1076, 0.0129], [-0.2048, 0.1776, 0.0408], [0.1576, 0.2516, 0.3037], [0.3342, -0.2161, 0.0215], [0.3608, -0.5384, 0.1036], [-0.4867, 0.9006, 0.0764], [0.6828, -1.0398, 0.3234], [-0.3919, 0.5563, -0.0093], [-0.0518, 0.6601, 0.1133], [-0.0975, -0.2778, -0.1434], [0.0277, -0.2397, -0.1695], [-0.1209, 0.0752, 0.0984], [0.1759, 0.2712, 0.1750], [0.0060, 0.0670, -0.0812], [-0.2816, 0.0536, -0.3105], [0.0133, 0.3238, 0.1690], [0.0692, -0.0204, 0.0691], [-0.2085, -0.4354, -0.3069], [0.0540, 0.3909, -0.3773], [0.0737, -0.0631, 0.0874], [-0.0483, -0.1781, 0.0672], [-0.0775, 0.0578, -0.0614], [-0.0137, -0.0484, 0.0091], [-0.0162, -0.0127, 0.0641], [0.0722, -0.0730, 0.0873], [0.0056, -0.0108, 0.0352], [-0.0625, 0.0165, 0.0136], [-0.0319, -0.0891, -0.1675], [0.0244, -0.0157, 0.0170], [-0.0297, 0.0468, 0.0001], [-0.0535, 0.0381, 0.0728], [-0.0634, 0.0344, 0.0389], [-0.1396, 0.1296, -0.0087], [0.1564, -0.2459, 0.0078], [0.0068, 0.0133, 0.0116], [-0.0037, -0.0500, -0.1732], [0.0759, -0.0071, -0.2370], [0.0308, -0.0820, -0.1273], [-0.0485, -0.0829, 0.0280], [-0.0358, 0.0926, 0.0991], [-0.1162, -0.0872, -0.0052], [0.1040, -0.0271, -0.0459], [0.0169, 0.0765, 0.0045], [-0.1010, -0.0583, -0.1117], [-0.2057, -0.2506, -0.2133], [0.1027, 0.0701, -0.0210], [-0.1422, 0.0989, -0.0517], [-0.0121, 0.0907, 0.0091], [0.0576, -0.0933, -0.0659], [0.0615, -0.1103, 0.0159], [0.1806, -0.0544, 0.0829], [-0.0442, 0.0355, 0.0934], [0.1307, -0.0648, 0.0265], [0.0693, 0.0247, -0.0455], [0.0416, 0.0252, 0.1135], [-0.0192, 0.0100, 0.0042], [-0.0104, -0.0320, -0.0148], [-0.1507, -0.0467, -0.1004], [0.0479, -0.0053, 0.0716], [-0.1834, 0.1134, -0.1164], [0.0929, -0.1106, 0.1084], [0.1123, 0.1142, 0.0482], [0.0007, 0.0215, -0.1545], [-0.1264, -0.1214, -0.0084], [-0.1651, 0.0013, 0.1651], [0.2302, -0.0414, -0.1677], [-0.0800, -0.0752, 0.0998], [0.0063, -0.0209, -0.0510], [0.0288, -0.0017, 0.0451], [0.0075, -0.0042, -0.0129], [-0.0397, 0.0034, 0.0041], [0.0407, -0.0281, -0.1029], [0.0071, 0.0125, 0.0021], [-0.1153, -0.1038, 0.0835], [0.0937, 0.0597, 0.1137], [0.0007, -0.0071, -0.0042], [-0.0379, 0.0712, -0.1134], [0.0595, 0.0113, 0.0095], [-0.0038, 0.0095, -0.0103], [-0.0388, -0.0164, 0.0423], [0.0096, 0.0717, -0.0525], [-0.0445, 0.0683, -0.0485], [0.1913, -0.0701, 0.1574], [-0.0933, 0.0374, -0.1505], [-0.0940, 0.1276, 0.0657], [-0.0169, -0.1032, 0.1072], [0.0894, -0.0920, -0.0982], [0.1704, 0.1264, -0.0787], [-0.2805, -0.1111, 0.0726], [0.1630, 0.0722, -0.0852], [-0.0167, -0.0521, 0.0136], [-0.0222, 0.0411, -0.0263], [-0.0106, -0.0116, 0.0046], [0.0408, -0.0028, -0.0006], [-0.0579, -0.0901, 0.0396], [-0.0031, 0.0095, 0.0098], [0.1084, -0.0175, -0.1378], [-0.0687, 0.1453, -0.0173], [0.0019, -0.0078, -0.0072], [0.0344, -0.0281, 0.1245], [-0.0423, 0.0076, 0.0078], [0.0104, -0.0384, -0.0001], [0.0312, -0.0138, -0.0621], [-0.0200, 0.0321, 0.1118]], "lowdin_charge": [-0.107, -0.264, -0.216, -0.187, -0.107, -0.086, -0.148, -0.059, -0.039, -0.502, 0.026, 0.079, -0.177, -0.669, 0.820, -0.726, -0.114, 0.707, -0.149, 0.787, -0.249, -0.276, -0.441, 0.114, 0.137, -0.389, 0.176, 0.149, -0.554, 0.196, 0.178, 0.183, -0.302, -0.222, 1.074, -0.201, -0.290, 0.067, 0.076, 0.068, 0.104, 0.093, 0.112, 0.102, 0.098, 0.107, 0.136, 0.095, 0.079, 0.091, 0.089, 0.068, 0.103, 0.066, 0.032, 0.059, 0.056, 0.080, 0.061, -0.114, -0.194, -0.202, -0.187, -0.115, -0.179, -0.188, -0.188, -0.110, 0.087, 0.084, 0.088, 0.124, 0.126, 0.127, 0.118, 0.113, 0.133, 0.112, 0.122, 0.066, 0.091, 0.088, -0.115, -0.195, -0.202, -0.186, -0.118, -0.184, -0.196, -0.198, -0.112, 0.087, 0.087, 0.087, 0.124, 0.127, 0.128, 0.118, 0.118, 0.128, 0.120, 0.127, 0.089, 0.089, 0.077]}